Entry 1:
Below is a cluster of 2 separate species, C2H8OS2 in total, with properties calculated with ωB97M-V with the def2-TZVPD basis set.

Each line ends with the Löwdin charge.
CARTESIAN COORDINATES (ANGSTROEM)
S -2.997 -2.788 -0.872  0.62
S -0.461 -1.725 0.538  0.71
C 0.000 0.000 0.000  -0.42
C -2.257 -1.591 0.308  -0.92
H -3.952 -1.987 -1.389  -0.16
H 1.096 0.124 0.033  0.04
H -0.460 0.763 0.650  0.03
H -0.342 0.167 -1.035  0.03
H -2.718 -1.765 1.299  0.02
H -2.433 -0.532 0.036  0.03
O 0.030 3.362 -0.615  -0.09
H -0.624 2.823 -1.114  0.04
H 0.265 4.097 -1.226  0.05

Output
- Frontier orbital gap: 9.338 eV
- Highest occupied orbital energy: -8.7910 eV
- Strongest force on any atom: 1.218 eV Å⁻¹
- Spin multiplicity: 1
- Energy: -952.58403 Ha
- Relative energy (zero: lowest compared OMol25 entry of this formula, charge and spin): 18.5 kcal/mol

***

Entry 2:
Below is a structure of composition C2H4I2O, with properties calculated with ωB97M-V with the def2-TZVPD basis set.

Each line ends with the Löwdin charge.
CARTESIAN COORDINATES (ANGSTROEM)
C 1.143 -0.078 -0.769  -0.02
C -0.683 0.006 0.449  -1.25
O -0.303 0.027 1.679  -0.15
I -1.722 -1.822 -0.300  0.65
I -1.466 1.915 -0.323  0.70
H 0.613 0.457 -1.620  0.00
H 2.055 0.376 -0.449  0.02
H 1.332 -1.059 -1.009  -0.04
H -0.969 0.177 2.343  0.10

Output
- Frontier orbital gap: 8.225 eV
- Highest occupied orbital energy: -8.9271 eV
- Strongest force on any atom: 5.339 eV Å⁻¹
- Spin multiplicity: 1
- Energy: -749.11495 Ha
- Relative energy (zero: lowest compared OMol25 entry of this formula, charge and spin): 63.1 kcal/mol

***

Entry 3:
Below is a cluster of 5 separate species, C24H52N2O4 in total, with properties calculated with ωB97M-V with the def2-TZVPD basis set.

Each line ends with the Löwdin charge.
CARTESIAN COORDINATES (ANGSTROEM)
C -1.450 2.096 -1.865  -0.10
C -1.938 3.117 -2.921  -0.23
C -2.585 4.405 -2.366  -0.20
C -4.078 4.600 -2.668  -0.16
C -5.101 3.700 -1.925  -0.26
C -4.536 3.007 -0.762  -0.20
N -4.120 2.505 0.185  0.18
C -5.887 2.673 -2.801  -0.11
C -5.178 2.197 -3.983  -0.23
N -4.672 1.761 -4.920  0.17
H -0.371 1.961 -1.933  0.05
H -1.652 2.435 -0.852  0.05
H -1.926 1.128 -2.016  0.07
H -1.054 3.425 -3.483  0.10
H -2.586 2.634 -3.648  0.07
H -2.388 4.512 -1.299  0.11
H -2.096 5.254 -2.848  0.11
H -4.229 4.538 -3.746  0.11
H -4.317 5.628 -2.388  0.11
H -5.862 4.356 -1.499  0.14
H -6.839 3.100 -3.114  0.13
H -6.130 1.796 -2.197  0.11
C 2.930 -0.040 1.801  -0.07
C 1.558 0.129 1.176  -0.28
O 1.578 0.775 -0.084  -0.17
C 2.341 0.139 -1.097  -0.28
C 1.872 -1.266 -1.434  -0.07
H 3.422 0.929 1.903  0.08
H 2.848 -0.498 2.788  0.07
H 3.575 -0.677 1.193  0.06
H 0.938 0.764 1.810  0.12
H 1.048 -0.839 1.105  0.11
H 3.406 0.137 -0.837  0.10
H 2.230 0.778 -1.974  0.11
H 1.978 -1.948 -0.589  0.07
H 2.464 -1.667 -2.258  0.08
H 0.822 -1.258 -1.731  0.08
C 5.045 -3.411 6.203  -0.08
C 4.437 -2.153 5.606  -0.28
O 3.393 -2.396 4.682  -0.17
C 2.262 -3.088 5.180  -0.28
C 1.553 -2.378 6.320  -0.08
H 5.417 -4.066 5.414  0.08
H 5.876 -3.148 6.858  0.08
H 4.323 -3.975 6.795  0.07
H 5.197 -1.616 5.038  0.11
H 4.099 -1.476 6.399  0.11
H 2.533 -4.109 5.471  0.11
H 1.587 -3.172 4.328  0.12
H 2.186 -2.283 7.204  0.07
H 0.663 -2.937 6.610  0.08
H 1.249 -1.375 6.016  0.08
C -6.839 -1.091 -0.637  -0.07
C -8.162 -0.950 -1.371  -0.28
O -8.039 -0.494 -2.707  -0.17
C -7.281 -1.319 -3.578  -0.29
C -7.832 -2.724 -3.748  -0.08
H -6.296 -0.145 -0.632  0.06
H -7.017 -1.390 0.396  0.08
H -6.195 -1.844 -1.092  0.07
H -8.776 -0.199 -0.872  0.12
H -8.724 -1.890 -1.336  0.11
H -6.234 -1.350 -3.255  0.11
H -7.295 -0.804 -4.539  0.12
H -7.823 -3.286 -2.813  0.07
H -7.228 -3.273 -4.471  0.08
H -8.860 -2.689 -4.110  0.08
C 7.059 0.488 1.637  -0.07
C 6.660 -0.731 0.823  -0.28
O 6.094 -0.422 -0.439  -0.17
C 6.918 0.301 -1.335  -0.28
C 8.209 -0.410 -1.703  -0.08
H 6.201 1.146 1.781  0.07
H 7.428 0.177 2.615  0.08
H 7.849 1.065 1.154  0.07
H 5.881 -1.278 1.355  0.11
H 7.508 -1.416 0.712  0.11
H 7.129 1.302 -0.941  0.11
H 6.310 0.436 -2.229  0.12
H 8.860 -0.555 -0.840  0.07
H 8.760 0.177 -2.438  0.08
H 7.996 -1.391 -2.131  0.08

Output
- Frontier orbital gap: 9.885 eV
- Highest occupied orbital energy: -9.2247 eV
- Strongest force on any atom: 0.601 eV Å⁻¹
- Spin multiplicity: 1
- Energy: -1356.01019 Ha

***

Entry 4:
Below is a structure of composition C10H35O20Zn2, with properties calculated with ωB97M-V with the def2-TZVPD basis set.

Each line ends with the Löwdin charge.
CARTESIAN COORDINATES (ANGSTROEM)
Zn 2.015 0.860 4.354  0.63
Zn -3.716 3.964 0.477  0.68
C -8.529 1.068 2.757  -0.01
C -7.605 2.204 3.264  -0.72
O -6.453 2.358 2.827  0.02
O -8.089 2.993 4.115  0.03
H -8.049 0.386 2.055  0.07
H -9.435 1.546 2.386  0.07
H -8.823 0.447 3.603  0.07
C 3.618 -1.734 -5.906  -0.02
C 2.354 -1.673 -6.734  -0.79
O 1.733 -0.656 -7.113  0.06
O 1.993 -2.745 -7.120  0.08
H 4.457 -2.060 -6.521  0.08
H 3.491 -2.436 -5.082  0.07
H 3.871 -0.780 -5.441  0.07
C 0.114 -1.059 -0.608  0.00
C -0.640 0.080 0.059  -0.67
O -0.259 0.606 1.140  0.02
O -1.754 0.477 -0.409  0.03
H -0.573 -1.899 -0.708  0.08
H 1.043 -1.278 -0.082  0.08
H 0.465 -0.788 -1.604  0.08
C 1.992 7.435 4.612  -0.01
C 2.642 6.135 4.993  -0.77
O 3.671 6.198 5.690  0.08
O 2.124 5.055 4.743  0.04
H 2.584 8.350 4.610  0.08
H 1.095 7.587 5.212  0.08
H 1.716 7.278 3.570  0.08
C 5.940 2.005 -0.478  -0.01
C 6.074 1.216 0.869  -0.76
O 5.025 0.984 1.490  0.06
O 7.179 0.838 1.181  0.07
H 5.014 1.801 -1.016  0.07
H 6.748 1.660 -1.123  0.06
H 6.139 3.069 -0.352  0.07
O 1.410 -2.593 4.234  -0.11
H 1.966 -3.220 4.697  0.03
H 0.631 -3.095 3.994  0.03
O -1.121 5.117 -1.592  -0.10
H -1.338 4.922 -2.503  0.03
H -0.250 5.511 -1.632  0.03
O -2.171 5.620 2.880  -0.12
H -1.412 5.352 3.398  0.03
H -2.615 6.271 3.424  0.03
O -2.351 -4.266 3.026  -0.05
H -2.283 -4.944 2.354  0.02
H -3.115 -3.750 2.769  0.03
O 6.520 -3.350 -1.207  -0.05
H 6.999 -2.825 -1.848  0.03
H 6.321 -2.739 -0.497  0.03
O -5.105 0.827 -4.770  -0.05
H -5.301 -0.019 -4.370  0.03
H -5.271 1.465 -4.076  0.03
O 3.126 -6.009 -0.620  -0.05
H 2.659 -6.160 -1.442  0.02
H 3.945 -5.590 -0.884  0.03
O -4.909 -2.589 -1.083  -0.05
H -4.451 -3.425 -0.999  0.02
H -4.212 -1.948 -1.224  0.02
O 0.227 -6.048 -4.035  -0.06
H 0.881 -5.465 -4.421  0.03
H -0.455 -6.118 -4.703  0.03
O -2.656 -6.502 -0.674  -0.05
H -2.918 -7.420 -0.609  0.03
H -1.926 -6.504 -1.294  0.03

Output
- Frontier orbital gap: 1.231 eV
- Highest occupied orbital energy: -5.7398 eV
- Strongest force on any atom: 4.865 eV Å⁻¹
- Spin multiplicity: 1
- Charge: -1
- Energy: -5464.97554 Ha

***

Entry 5:
Below is a structure of composition C37H28Cl4N5O9S5SbZr, with properties calculated with ωB97M-V with the def2-TZVPD basis set.

Each line ends with the Löwdin charge.
CARTESIAN COORDINATES (ANGSTROEM)
Zr -0.112 0.027 -0.002  1.40
O 0.833 -4.996 2.767  0.11
C -0.292 -4.605 3.333  -0.52
O -0.880 -5.306 4.129  0.04
C -0.797 -3.259 2.957  -0.04
C -1.820 -2.579 3.601  -0.57
Cl -2.647 -3.010 5.014  0.80
N -2.018 -1.402 2.966  -0.03
N -1.152 -1.267 1.954  0.08
C -0.419 -2.369 1.924  -0.20
C 0.582 -2.553 0.820  -0.68
O 1.424 -3.460 0.885  0.04
O 0.349 -1.901 -0.278  -0.30
C -3.012 -0.415 3.229  -0.21
C -4.330 -0.807 3.436  -0.11
C -5.301 0.149 3.683  -0.10
C -4.960 1.494 3.718  -0.10
C -3.646 1.875 3.494  -0.06
C -2.667 0.926 3.250  -0.06
H 1.141 -4.344 2.055  0.04
H -4.604 -1.850 3.382  0.09
H -6.328 -0.160 3.839  0.09
H -5.719 2.241 3.917  0.09
H -3.365 2.920 3.528  0.11
H -1.642 1.227 3.106  0.02
S 0.212 0.780 5.004  -0.37
Sb 1.724 1.348 3.380  0.26
S 1.711 -0.449 1.711  0.07
S 1.341 2.286 0.118  -0.07
S 0.503 2.981 1.847  -0.15
Cl -5.274 -2.933 -4.869  0.60
C -4.296 -2.319 -3.562  -0.69
C -2.968 -2.015 -3.794  -0.14
C -2.205 -1.530 -2.750  -0.50
Cl -0.529 -1.175 -2.964  0.89
C -2.715 -1.300 -1.448  -0.45
O -2.020 -0.829 -0.475  -0.29
C -4.085 -1.637 -1.290  -0.57
Cl -4.758 -1.379 0.275  0.77
C -4.863 -2.141 -2.311  -0.14
H -2.530 -2.156 -4.772  0.10
H -5.897 -2.396 -2.128  0.10
C 1.199 -5.535 -5.214  -0.05
C 1.766 -4.185 -5.562  -0.28
C 1.116 -3.014 -5.194  -0.05
C 1.637 -1.766 -5.497  -0.03
C 2.854 -1.662 -6.163  -0.25
N 3.455 -0.434 -6.511  0.13
C 3.168 0.866 -6.151  -0.54
O 3.370 1.777 -6.942  0.04
N 2.637 1.106 -4.912  0.14
C 2.811 0.424 -3.688  -0.23
C 3.890 -0.407 -3.410  0.00
C 3.934 -1.016 -2.169  -0.02
C 2.910 -0.814 -1.262  -0.13
N 1.875 -0.012 -1.522  -0.09
C 1.855 0.608 -2.701  -0.15
C 3.506 -2.831 -6.551  -0.04
C 2.967 -4.071 -6.257  -0.06
H 0.128 -5.469 -5.027  0.08
H 1.669 -5.928 -4.310  0.08
H 1.371 -6.251 -6.019  0.07
H 0.179 -3.064 -4.652  0.07
H 1.078 -0.886 -5.215  0.09
H 4.011 -0.461 -7.348  0.14
H 2.220 2.020 -4.842  0.16
H 4.674 -0.568 -4.136  0.11
H 4.754 -1.669 -1.904  0.11
H 2.921 -1.306 -0.301  0.05
H 1.013 1.272 -2.873  0.10
H 4.448 -2.761 -7.085  0.11
H 3.493 -4.966 -6.567  0.11
C -1.115 7.849 -0.061  -0.06
C -1.373 6.379 -0.262  -0.28
C -2.364 5.721 0.461  -0.04
C -2.553 4.357 0.317  -0.06
C -1.758 3.647 -0.566  -0.30
C -0.783 4.286 -1.313  -0.10
C -0.596 5.651 -1.156  -0.04
S -1.950 1.884 -0.651  0.49
O -1.568 1.360 0.679  -0.54
O -3.305 1.647 -1.051  -0.24
O -0.927 1.369 -1.596  -0.51
H -2.026 8.372 0.232  0.07
H -0.731 8.304 -0.974  0.07
H -0.369 7.990 0.725  0.08
H -2.977 6.278 1.160  0.11
H -3.305 3.829 0.892  0.12
H -0.173 3.713 -1.990  0.09
H 0.187 6.149 -1.716  0.11

Output
- Frontier orbital gap: 4.964 eV
- Highest occupied orbital energy: -1.4175 eV
- Strongest force on any atom: 2.209 eV Å⁻¹
- Spin multiplicity: 1
- Charge: -2
- Energy: -6497.16896 Ha
- Relative energy (zero: lowest compared OMol25 entry of this formula, charge and spin): 61.5 kcal/mol